23
Properties=species:S:1:pos:R:3:forces:R:3:lowdin_charge:R:1 method="wB97M-V/def2-TZVPD" e_homo_ev=-16.56 relative_energy_kcal_mol=9.0 e_tot_ev=-39853.975 lumo_ev=-9.83 charge=+2
O -0.531 3.903 -6.238 0.41 -0.04 0.55 0.05
C 0.077 3.760 -5.302 -0.42 0.00 -0.50 -0.02
In 0.476 1.255 -0.982 -0.67 -2.11 0.26 0.85
O -2.664 -0.710 -1.994 3.64 1.88 0.20 0.17
C -1.656 -0.165 -1.901 -3.71 -1.82 -0.27 0.03
C 2.825 0.923 1.176 2.14 2.98 0.44 0.07
O 3.591 1.687 1.538 -1.84 -2.10 -0.69 0.15
C -1.365 2.388 0.149 -3.82 2.85 3.06 0.03
O -2.180 2.958 0.735 3.50 -2.43 -2.64 0.22
C 1.607 -0.758 -2.617 1.02 -0.96 -1.07 0.02
O 2.147 -1.405 -3.369 -0.98 1.07 1.27 0.17
H 0.359 2.187 -2.378 0.58 0.19 0.19 0.00
Cl -2.969 -1.466 2.919 0.36 -0.04 0.14 0.78
C -1.348 -1.417 2.319 -1.28 0.86 -0.57 -0.60
C -0.343 -2.219 2.880 -0.17 0.35 -1.19 0.00
C 0.891 -2.151 2.210 -0.48 1.09 0.69 0.03
C 1.021 -1.209 1.157 0.51 -1.72 -0.38 -0.17
N 0.031 -0.485 0.591 0.58 0.75 1.27 -0.04
C -1.169 -0.531 1.231 0.84 -0.62 -0.02 -0.16
H -0.616 -2.865 3.732 0.53 0.37 -0.54 0.15
H 1.757 -2.688 2.643 -0.48 0.37 -0.79 0.15
H 1.985 -1.139 0.675 -0.14 -0.16 0.04 0.07
H -1.928 0.148 0.828 -0.12 -0.75 0.56 0.08